C10H16N2 | wB97M-V/def2-TZVPD

```
28
Properties=species:S:1:pos:R:3:mulliken_charge:R:1
N -2.3577 -1.8914 0.0230 -0.665
N -2.9266 1.2748 0.5653 -0.957
C 0.4865 0.5366 0.4234 1.060
C 1.9171 1.0777 0.1315 -1.823
C 0.8392 -2.0865 0.5600 -1.251
C 0.4024 -0.6593 -1.6484 -0.732
C -0.3215 0.7721 -1.9057 -1.082
C 0.3184 -0.8737 -0.2000 0.327
C -0.5854 1.2795 -0.3619 0.356
C -1.8954 0.6736 0.0999 0.077
C 0.2667 0.5340 1.9709 -1.845
C -1.7187 -0.8207 0.0503 0.359
H 0.4669 -3.0201 0.0201 0.417
H -0.0723 -1.4654 -2.2145 0.364
H 1.1279 0.0125 2.3532 0.543
H 1.9228 -2.2585 0.5694 0.330
H -0.7306 -0.0108 2.1404 0.352
H 1.4861 -0.6146 -2.0072 0.330
H 2.0559 1.2991 -0.9519 0.362
H -0.4654 2.4178 -0.1912 0.560
H -1.2140 0.8991 -2.6373 0.351
H 0.1715 1.5468 2.4625 0.292
H 0.4893 -2.0353 1.6416 0.350
H 0.4726 1.3789 -2.1957 0.428
H -2.9142 2.3320 0.5706 0.257
H -1.7434 -2.7020 -0.1979 0.282
H 2.5410 0.3182 0.4538 0.465
H 1.9806 2.0855 0.4760 0.492
```

As for the spin multiplicity: 3. Its energy above the lowest of the compared OMol25 structures with the same formula, charge and spin is 1.9 kcal per mole. The gap between HOMO and LUMO (alpha / beta) is 6.0 / 6.6 eV. Its LUMO energy (alpha / beta) is 0.6 / -2.2 eV. The molar mass comes out at 164.3 g mol⁻¹. For the calculated total energy, the calculation gives -13603.70704 eV. Its expectation value of S² is 2.022.